1.
A 3-piece molecular cluster, C6H8O4 overall in a non-equilibrium geometry, computed with ωB97M-V/def2-TZVPD.

Atoms and positions in Å:
C 2.472218 1.946510 -0.778336
C 1.692165 1.272903 0.235405
O 1.450822 2.035829 1.296023
C 1.230157 -0.011913 0.304610
C 0.887219 -1.094025 -0.267031
O 0.526017 -2.187630 -0.546277
H 2.780422 1.396460 -1.593682
H 1.997582 2.777433 -1.225705
H 3.453507 2.330830 -0.336751
H 0.817171 1.532929 1.840138
C 3.869884 -3.718541 1.733409
C 3.780352 -2.423670 1.920654
O 3.331310 -1.407268 2.115947
H 4.658504 -4.438835 1.635309
H 2.971706 -4.177670 1.119739
O -1.732888 -2.719403 -1.914123
H -1.223725 -3.443257 -1.579650
H -1.177882 -2.216982 -2.485956

Forces on atoms 1 to 3 (eV/Å):
C 2.480 1.399 0.977
C -1.173 -2.380 1.008
O -0.340 0.543 0.307

**Charge**: 0
**HOMO**: -0.33303 Eh
**Frontier orbital gap**: 9.067 eV
**E**: -534.252454 a.u.
**SMILES**: CC(O)=C=C=O.C=C=O.O
**Lowest unoccupied orbital energy**: 0.0047 eV
**Relative energy (zero: lowest compared OMol25 entry of this formula, charge and spin)**: 4.236 eV

2.
C6H8O6Sc as an isolated structure in a non-equilibrium geometry, computed with ωB97M-V/def2-TZVPD.

Atoms and positions in Å:
O 3.347186 1.395572 -1.480590
C 2.800039 0.755054 -0.476063
O 2.426156 1.368200 0.527597
O 2.725945 -0.515418 -0.634414
C 2.039572 -1.314000 0.377736
C 0.559042 -1.267987 0.146228
C -0.282411 -0.718548 1.027147
C -1.768883 -0.757735 0.874188
Sc 1.976453 3.132755 1.354669
H 2.321503 -0.935237 1.365959
H 2.442385 -2.319133 0.229273
H 0.189275 -1.739346 -0.769224
H 0.091904 -0.272082 1.952287
H -2.254391 -1.036533 1.814059
H -2.111846 -1.433363 0.081330
O -2.301099 0.581526 0.620016
C -2.474568 1.082080 -0.528671
O -2.210421 2.242337 -0.888319
H -2.190505 1.809554 -2.103755
O -2.458602 0.415443 -1.727887
H -2.866730 -0.473136 -1.761565

Forces on atoms 1 to 3 (eV/Å):
O -2.351 -1.607 4.443
C 4.929 0.922 -9.786
O -3.083 5.512 6.180

**Charge**: +4
**HOMO (spin up / spin down)**: -0.92422 / -0.91810 Eh
**Frontier orbital gap (spin up / spin down)**: 5.103 / 4.463 eV
**2S+1**: 2
**E**: -1443.449875 a.u.
**Lowest unoccupied orbital energy (spin up / spin down)**: -20.0460 / -20.5195 eV

3.
C6H8OS in the gas phase in a non-equilibrium geometry, computed with ωB97M-V/def2-TZVPD.

Atoms and positions in Å:
C -0.123509 -0.523377 -0.324805
C 0.839841 0.117234 -1.502557
C 0.933881 -1.215471 0.560594
C 2.126499 -0.370239 0.379615
C -1.257745 0.288252 0.206466
C -1.899240 1.398641 -0.555866
O 1.959808 0.176498 -0.936779
S -1.814919 -1.477811 -0.312018
H 0.662277 -1.237739 1.590466
H 1.017205 -2.265403 0.189921
H 2.233866 0.372057 1.168305
H 2.982933 -0.903461 0.317408
H -1.411004 0.429534 1.216733
H -1.307391 2.323028 -0.375741
H -2.941831 1.477274 0.034173
H -2.000668 1.410987 -1.655910

Forces on atoms 1 to 3 (eV/Å):
C 0.189 -0.266 0.113
C -3.123 -0.623 0.212
C -1.530 -0.754 -0.387

**Charge**: 0
**HOMO**: -0.30985 Eh
**Frontier orbital gap**: 9.028 eV
**E**: -706.692905 a.u.
**Lowest unoccupied orbital energy**: 0.5969 eV
**Relative energy (zero: lowest compared OMol25 entry of this formula, charge and spin)**: 4.170 eV